(1)
The following is a quantum chemistry calculation of a molecular structure, C23H31F6IrN5O6S3 at a distorted geometry, from the OMol25 dataset.

* charge: +2
* HOMO (alpha / beta): -13.96 / -13.85 eV
* DFT total energy: -3517.618786 a.u.
* HOMO-LUMO gap (alpha / beta): 7.17 / 7.10 eV
* 2S+1: 2
* strongest force on any atom: 0.028 Eh/bohr
* energy relative to the best compared isomer or geometry (same formula, charge and spin): 17.87 kcal per mole

Atoms and positions in Å:
Ir -0.0323 -0.2450 0.1005
C 0.3397 2.5064 2.0921
O -0.6286 1.6789 1.4340
C -1.7039 2.4411 0.8556
C -1.4791 2.6054 -0.6296
O -1.4826 1.3349 -1.2710
C -2.7228 1.0054 -1.9004
H -0.0974 2.9373 2.9940
H 0.6740 3.3088 1.4302
H 1.1787 1.8706 2.3572
H -1.7719 3.4125 1.3492
H -2.6282 1.8918 1.0506
H -0.4891 3.0418 -0.8043
H -2.2260 3.2632 -1.0807
H -2.9711 1.7611 -2.6499
H -3.5346 0.9367 -1.1687
H -2.5838 0.0467 -2.3943
F 1.4496 -0.6328 4.9152
C 2.3630 -1.3047 4.2251
F 2.6619 -2.4299 4.8365
F 3.4416 -0.5570 4.0628
S 1.7016 -1.6839 2.5380
O 1.3476 -0.3875 1.9867
O 2.6531 -2.4913 1.8744
N 0.3738 -2.5221 2.8559
S -1.1202 -2.3156 2.7964
O -1.4719 -1.0998 1.7512
O -1.9334 -3.4319 2.5142
C -1.6962 -1.5561 4.4247
F -1.5046 -0.2474 4.3805
F -2.9694 -1.8288 4.5884
F -0.9729 -2.0987 5.3771
C 1.9848 -4.3483 -3.1443
C 2.4854 -3.6340 -2.0669
C 1.6332 -2.8549 -1.2973
C 0.2842 -2.8161 -1.6146
C -0.2378 -3.5519 -2.6785
C 0.6252 -4.3053 -3.4482
N -0.5943 -2.0229 -0.7769
N -1.7987 -2.3676 -0.8931
C -2.8439 -1.8175 -0.1123
C -4.1201 -2.0192 -0.6486
C -5.2433 -1.5348 0.0013
C -5.1134 -0.8534 1.2056
C -3.8586 -0.6871 1.7925
C -2.7594 -1.1746 1.1275
H 2.6498 -4.9514 -3.7460
H 3.5347 -3.6852 -1.8160
H 2.0131 -2.3301 -0.4358
H -1.2930 -3.5252 -2.9019
H 0.2398 -4.8654 -4.2882
H -4.2000 -2.5559 -1.5828
H -6.2208 -1.7009 -0.4267
H -5.9877 -0.4733 1.7132
H -3.7457 -0.1918 2.7474
C 3.0800 3.3716 -0.0572
N 2.9232 2.0186 -0.5808
C 3.6077 0.9743 0.1817
C 2.0664 1.7291 -1.5616
S 1.3338 0.1345 -1.6772
N 1.8666 2.6082 -2.5334
C 0.8307 2.4429 -3.5541
C 2.8676 3.6248 -2.8667
H 2.9777 3.3239 1.0271
H 2.3010 4.0203 -0.4561
H 4.0584 3.7897 -0.2926
H 4.4977 1.4256 0.6152
H 3.9078 0.1659 -0.4793
H 2.9766 0.5810 0.9813
H -0.0458 1.9629 -3.1284
H 1.2103 1.8378 -4.3785
H 0.5773 3.4325 -3.9282
H 3.8248 3.3649 -2.4199
H 2.5589 4.6184 -2.5428
H 2.9811 3.6301 -3.9493

---

(2)
The following is a quantum chemistry calculation of a molecular structure, C23H31MnN3O3SSbSi, from the OMol25 dataset.

* charge: +1
* HOMO (alpha / beta): -11.56 / -11.36 eV
* DFT total energy: -3363.728474 a.u.
* HOMO-LUMO gap (alpha / beta): 7.49 / 7.84 eV
* 2S+1: 4
* strongest force on any atom: 0.006 Eh/bohr
* energy relative to the best compared isomer or geometry (same formula, charge and spin): 0.89 kcal per mole

Atoms and positions in Å:
Mn -0.4685 0.8157 0.3547
O 0.6295 1.5151 4.0540
C 0.5700 1.2939 2.8723
O -0.5332 1.1101 2.1940
C 1.8076 1.2093 2.0151
C 3.0663 1.3337 2.6210
C 4.1734 1.2521 1.8328
C 4.0196 1.0650 0.4427
C 5.1366 0.9890 -0.4230
C 4.9675 0.8252 -1.7662
C 3.6655 0.7344 -2.2981
C 2.5719 0.7997 -1.4834
C 2.7148 0.9607 -0.0934
N 1.6138 1.0247 0.7215
H 3.0999 1.4847 3.6895
H 5.1686 1.3335 2.2509
H 6.1272 1.0683 0.0057
H 5.8232 0.7706 -2.4243
H 3.5352 0.6141 -3.3657
H 1.5802 0.7391 -1.8964
S -0.4364 3.1916 -0.3785
C -1.5723 3.6012 0.8491
N -2.8969 3.5293 0.5649
C -3.8537 3.7662 1.4815
C -3.4751 4.1101 2.7459
C -2.0966 4.2073 2.9816
N -1.1787 3.9699 2.0650
H -3.1419 3.2306 -0.3707
H -4.8776 3.6647 1.1521
H -4.2027 4.3051 3.5172
H -1.7258 4.4914 3.9599
C 0.0233 1.0487 -3.8967
Sb -1.0371 0.3251 -2.2015
C -2.9533 1.1267 -2.6009
C -1.2866 -1.7017 -2.7260
H -0.5916 0.8602 -4.7753
H 0.9703 0.5260 -4.0079
H 0.2048 2.1172 -3.7979
H -3.4200 0.5320 -3.3855
H -2.8552 2.1543 -2.9502
H -3.5525 1.0772 -1.6969
H -1.6391 -1.7647 -3.7545
H -2.0082 -2.1526 -2.0487
H -0.3346 -2.2147 -2.6164
C 0.8457 -4.7183 -1.2528
Si 0.2160 -4.1363 0.4111
C -1.4608 -4.8693 0.7878
C 1.4528 -4.5005 1.7614
C -0.0002 -2.2928 0.3361
C -0.1866 -1.0901 0.3450
H 1.0859 -5.7825 -1.2165
H 1.7523 -4.1836 -1.5418
H 0.0997 -4.5773 -2.0368
H -1.4057 -5.9582 0.8412
H -2.1890 -4.6098 0.0172
H -1.8377 -4.5056 1.7449
H 1.6385 -5.5740 1.8338
H 1.0873 -4.1557 2.7296
H 2.4061 -4.0072 1.5665
C -2.9921 -0.0306 1.3001
O -2.2639 0.7140 0.3326
H -4.0439 0.2549 1.2078
H -2.6418 0.1850 2.3090
H -2.8943 -1.1022 1.1107

---

(3)
The following is a quantum chemistry calculation of a molecular structure, C23H31MoN2O2PSe2Te2 at a distorted geometry, from the OMol25 dataset.

* HOMO (alpha / beta): -6.80 / -6.81 eV
* DFT total energy: -6903.576845 a.u.
* HOMO-LUMO gap (alpha / beta): 5.77 / 5.70 eV
* strongest force on any atom: 0.025 Eh/bohr
* energy relative to the best compared isomer or geometry (same formula, charge and spin): 2.96 kcal per mole

Atoms and positions in Å:
Mo -0.3430 -0.3754 -0.2128
O 0.6666 -0.9235 1.2223
C 1.0647 -0.4771 2.4554
C 1.6855 -1.3754 3.2922
C 2.1106 -0.9493 4.5477
C 1.9094 0.3614 4.9511
C 1.2753 1.2481 4.0902
C 0.8480 0.8391 2.8354
C 0.1524 1.8089 1.9726
N -0.2869 1.5235 0.8187
N -1.0253 2.5665 0.2005
C -1.5735 2.1062 -0.8608
O -1.3662 0.8581 -1.2804
C -2.4630 2.9388 -1.6943
C -2.9133 2.4363 -2.9092
C -3.7405 3.2099 -3.7109
C -4.1214 4.4763 -3.2926
C -3.6794 4.9735 -2.0722
C -2.8509 4.2077 -1.2706
H 1.8152 -2.3957 2.9573
H 2.5982 -1.6517 5.2113
H 2.2315 0.6893 5.9297
H 1.0979 2.2728 4.3953
H -0.0350 2.8101 2.3540
H -2.6229 1.4397 -3.2118
H -4.0894 2.8220 -4.6587
H -4.7749 5.0760 -3.9135
H -3.9866 5.9586 -1.7455
H -2.5018 4.5781 -0.3163
Se -2.4803 -0.6333 1.2857
Te -2.5154 -3.1103 1.5833
Te -2.7744 -3.6088 -1.0366
Se -0.6650 -2.3255 -1.6542
C 2.5006 -1.9394 -3.0746
C 2.7324 -0.4334 -2.9408
C 4.2269 -0.1392 -3.1222
P 1.9440 0.3376 -1.4489
C 1.7311 2.1013 -1.9862
C 0.7541 2.1430 -3.1796
C 2.9431 2.9496 -2.3829
C 3.1200 0.2296 -0.0185
C 3.4334 -1.2516 0.2472
C 4.4104 1.0536 0.0268
H 2.9971 -2.2941 -3.9821
H 1.4478 -2.1944 -3.1474
H 2.9203 -2.4921 -2.2341
H 2.1846 0.0470 -3.7574
H 4.8238 -0.7668 -2.4583
H 4.5058 0.8956 -2.9479
H 4.5152 -0.3920 -4.1456
H 1.2579 2.5689 -1.1191
H 1.3164 2.0909 -4.1149
H 0.2055 3.0860 -3.1866
H 0.0272 1.3348 -3.1881
H 3.3887 2.5870 -3.3091
H 3.7185 3.0065 -1.6249
H 2.5985 3.9686 -2.5809
H 2.5073 0.5957 0.8043
H 4.2261 -1.5951 -0.4199
H 2.5731 -1.9080 0.1172
H 3.7931 -1.3685 1.2719
H 5.0501 0.9047 -0.8398
H 4.9781 0.7413 0.9081
H 4.2160 2.1192 0.1390

---

(4)
The following is a quantum chemistry calculation of a molecular structure, C23H31N2O2PdSb, from the OMol25 dataset.

* charge: -2
* HOMO: 0.06 eV
* DFT total energy: -1523.058959 a.u.
* HOMO-LUMO gap: 4.92 eV
* strongest force on any atom: 0.011 Eh/bohr

Atoms and positions in Å:
Pd -0.5747 -0.4296 -0.0519
O 1.3747 -0.1340 -1.5529
C 1.9872 0.9192 -1.8885
C 2.9489 0.8782 -2.9624
C 3.6330 1.9826 -3.4164
C 3.4446 3.2345 -2.8188
C 2.5579 3.3085 -1.7537
C 1.8281 2.2215 -1.2672
C 0.9940 2.4988 -0.0912
N 0.0596 1.7797 0.3864
N -0.6369 2.3193 1.4475
C -0.9665 1.4250 2.3567
O -0.5715 0.2355 2.4764
C -1.9885 1.9277 3.3488
C -2.6453 1.0025 4.1528
C -3.6322 1.4049 5.0457
C -3.9669 2.7486 5.1602
C -3.3062 3.6812 4.3664
C -2.3304 3.2740 3.4665
H 3.1012 -0.0936 -3.4205
H 4.3310 1.8802 -4.2438
H 3.9747 4.1138 -3.1651
H 2.4151 4.2667 -1.2581
H 1.2037 3.4491 0.4160
H -2.3644 -0.0385 4.0491
H -4.1480 0.6675 5.6514
H -4.7360 3.0657 5.8563
H -3.5633 4.7324 4.4455
H -1.8252 3.9824 2.8231
C -6.2200 -0.3471 -1.3130
C -5.4235 -0.1002 -0.0363
C -5.9165 1.1694 0.6557
Sb -3.1445 0.1461 -0.1895
C -3.1717 0.3169 -2.4007
C -3.2810 1.8073 -2.7338
C -1.9390 -0.3000 -3.0579
C -2.7251 -2.0264 -0.1657
C -3.7779 -2.8917 -0.8436
C -2.4559 -2.5194 1.2596
H -7.3045 -0.3911 -1.1122
H -5.9366 -1.2799 -1.8038
H -6.0650 0.4640 -2.0314
H -5.5724 -0.9444 0.6499
H -5.7448 2.0485 0.0222
H -5.3882 1.3497 1.5959
H -6.9957 1.1275 0.8710
H -4.0662 -0.1980 -2.7543
H -2.4006 2.3414 -2.3639
H -4.1636 2.2674 -2.2772
H -3.3381 1.9674 -3.8198
H -1.0238 -0.1066 -2.4884
H -1.7888 0.1229 -4.0621
H -2.0377 -1.3840 -3.1651
H -1.7851 -2.0887 -0.7595
H -4.7305 -2.8336 -0.3072
H -3.4710 -3.9486 -0.8597
H -3.9566 -2.5812 -1.8765
H -3.3544 -2.4241 1.8843
H -1.6591 -1.9540 1.7441
H -2.1756 -3.5835 1.2519

---

Which of these has the highest DFT total energy?
C23H31N2O2PdSb

---

Which value of DFT total energy does entry 3 give?
-6903.576845 a.u.